{"formula": "C4H10N2O2", "method": "ωB97M-V/def2-TZVPD", "smiles": "C[C@H](N)C=O.NC=O", "charge": 0, "de_lowest_kj_mol": 315.9, "lumo_ev": -0.21, "orbital_gap_ev": 9.412, "species": ["C", "C", "N", "C", "O", "H", "H", "H", "H", "H", "H", "H", "N", "C", "O", "H", "H", "H"], "xyz": [[-0.56739, -1.90642, -0.52987], [-0.41468, -1.05124, 0.72450], [-1.57085, -0.18995, 0.90205], [0.91803, -0.29644, 0.71632], [1.07395, 0.71321, 1.47880], [-1.49181, -2.47762, -0.48714], [-0.60466, -1.27290, -1.41779], [0.27232, -2.59322, -0.63670], [-0.36013, -1.71474, 1.60103], [-1.39875, 0.47170, 1.65185], [-1.75172, 0.33806, 0.05429], [1.79173, -0.95777, 0.56592], [0.75482, 2.38202, -0.35265], [0.72916, 1.52053, -1.32299], [0.32136, 1.42011, -2.44220], [0.42897, 3.32502, -0.49733], [0.94173, 1.87817, 0.67259], [0.92791, 0.41149, -0.68068]], "forces_ev_per_a": [[0.0, 0.1, 0.1], [-0.3, 0.4, -0.8], [0.1, -0.1, 0.1], [0.2, 0.4, 2.7], [-0.1, -1.4, -0.8], [0.0, 0.0, 0.1], [0.0, 0.0, 0.0], [0.0, 0.0, 0.0], [0.2, 0.1, -0.1], [0.0, 0.0, -0.1], [0.0, 0.0, 0.0], [0.0, 0.3, -0.5], [0.7, -0.1, 1.5], [-1.4, -2.3, 1.4], [0.6, 0.4, -0.5], [0.1, 0.0, 0.1], [-0.4, 1.2, -1.9], [0.2, 0.9, -1.2]], "mulliken_charge": [-1.3166, 0.3605, -0.6784, -0.0806, -0.6329, 0.3622, 0.3249, 0.3665, 0.3042, 0.2940, 0.2773, 0.3899, -0.3469, 0.3874, -0.5152, 0.2093, 0.3257, -0.0315]}